No. 1
DFT (the ωB97M-V functional and the def2-TZVPD basis) results for one molecule with the formula C9H9O2P.

Geometry as XYZ:
```
21
Properties=species:S:1:pos:R:3
C 0.278 -0.017 1.420
C -0.484 -2.700 -0.716
H -0.036 -0.131 -3.038
H -1.307 0.829 -0.944
C -0.301 -1.930 -1.982
C -0.718 -2.022 0.425
H 0.474 -0.328 2.376
C -0.433 -0.624 0.461
O -0.618 2.215 1.377
P -0.473 3.186 2.571
C 0.566 1.408 1.022
H -0.338 -2.560 -2.919
C 0.625 1.292 -0.527
C -0.210 -0.620 -2.137
H -0.490 -2.503 1.291
H -0.521 -3.760 -0.573
H 1.621 0.895 -0.800
H 0.477 2.228 -1.084
C -0.406 0.261 -0.867
H 1.436 1.700 1.466
O 0.857 3.182 3.176
```

Properties
HOMO ... -8.451 eV
SMILES string ... O=PO[C@H]1C=C2C=CC=C[C@@H]2C1
Frontier orbital gap ... 8.555 eV


No. 2
DFT (the ωB97M-V functional and the def2-TZVPD basis) results for C24H25BrF6N4O3PdS as an isolated structure.

Geometry as XYZ:
```
65
Properties=species:S:1:pos:R:3
H 1.155 -4.829 1.928
N 1.628 0.289 1.333
H -2.982 -1.532 -0.248
C 3.592 3.812 0.190
C 1.165 -5.446 5.755
H 2.709 -0.211 3.067
C 2.018 -0.542 2.296
C 1.777 -2.604 3.493
C -1.900 -1.635 -1.972
C -1.990 -3.878 -2.416
S -1.522 0.070 -2.095
C 0.825 -6.232 3.490
C 1.442 -3.932 3.881
H 3.923 4.529 1.966
H 5.625 4.851 -2.280
N -2.733 -2.094 -1.073
C -2.812 0.634 1.920
F -2.615 2.451 0.417
O 0.708 1.693 -0.645
H 1.185 -5.635 6.819
C 1.532 -1.850 2.363
C 2.728 3.010 -0.540
H 0.308 -3.014 -3.858
H -0.241 -1.338 -4.014
H -1.110 -2.631 -4.857
Pd -0.437 0.282 0.160
H -4.716 1.024 2.885
H 5.301 5.101 0.157
O 3.350 3.872 1.553
C -2.478 2.139 1.714
H 0.603 -7.042 2.810
H 4.115 3.405 -3.600
H -4.567 -0.576 2.145
C 4.634 4.475 -0.424
H 2.819 1.836 1.873
H 2.298 -2.036 4.261
C 1.552 2.375 0.175
C 1.485 -4.197 5.266
H -2.554 -4.282 -3.255
F -2.628 -1.084 3.538
H 1.753 -3.401 5.952
C 1.117 -4.980 2.995
N 2.118 1.458 1.229
H -4.789 0.859 1.124
C -0.567 -2.374 -3.948
H -3.920 -3.821 -1.340
H 2.232 2.246 -2.469
F -1.197 2.412 2.049
H 1.048 3.151 0.767
C -4.322 0.478 2.031
H 0.618 -7.454 5.243
H -1.178 -4.565 -2.181
C 2.922 2.859 -1.906
C -2.155 0.127 3.224
F -0.814 -0.019 3.093
F -2.365 0.946 4.250
C 0.839 -6.464 4.866
C -2.878 -3.556 -1.192
N -1.430 -2.559 -2.783
Br 0.493 -2.456 0.895
C 4.814 4.326 -1.793
O -2.314 -0.120 0.863
H -2.515 -4.036 -0.285
F -3.262 2.942 2.417
C 3.967 3.515 -2.535
```

Properties
HOMO (spin up / spin down) ... -13.377 / -13.371 eV
Multiplicity ... 5
Charge ... +2
Frontier orbital gap (spin up / spin down) ... 6.957 / 4.101 eV


No. 3
DFT (the ωB97M-V functional and the def2-TZVPD basis) results for a 4-piece molecular cluster, C49H109O3P3 overall.

Geometry as XYZ:
```
164
Properties=species:S:1:pos:R:3
H 0.223 -6.335 1.866
H 0.935 3.595 -3.906
H -4.159 -4.785 -2.335
H 0.401 -2.490 2.098
C -2.069 3.383 1.990
C 6.200 1.681 -1.077
H -3.616 6.311 6.013
H 6.636 0.355 -2.834
C -2.682 2.150 2.753
H -1.417 -7.497 6.048
C -0.923 -1.983 4.502
H -2.759 4.238 1.955
C -4.938 0.452 3.389
H 1.361 3.639 -0.987
H 2.146 1.221 -2.863
C 1.255 3.019 -1.879
H 0.265 5.018 3.934
H -5.692 0.676 4.148
H -4.453 0.373 -0.084
H 5.332 0.567 1.282
H 4.855 -3.699 1.296
H 2.855 1.585 -1.469
H -1.811 -4.620 -1.738
P -0.684 -4.295 1.012
H -6.001 2.337 0.662
H 0.628 -0.849 3.489
H 3.540 0.082 -9.238
H 5.449 -0.884 0.374
H -2.080 -1.901 2.663
H 8.061 2.124 -4.750
H 5.370 3.659 -5.166
C -0.314 -3.223 2.466
H -0.301 -5.946 4.508
H -2.124 3.270 0.901
C -5.960 -2.935 1.558
C 3.605 2.860 -2.947
C -3.900 -4.088 -1.536
H 4.743 1.623 -6.907
H 2.319 -0.278 -6.621
H -2.305 -5.414 2.974
H 8.144 2.413 -7.149
H -3.435 3.986 4.699
C 3.923 1.186 -6.335
H -5.998 3.128 -1.480
H 5.295 0.115 -5.098
H 4.127 3.480 -2.212
C -0.676 4.518 3.717
H 6.405 3.732 -3.709
H 5.410 -3.677 -0.372
C -4.369 1.855 -1.579
H 6.494 3.159 -7.208
H -6.301 3.193 3.780
H 3.316 2.074 -6.123
C 4.644 -4.077 0.296
C 7.436 3.087 -6.667
H 4.843 -5.148 0.214
C -5.657 -0.535 2.423
H -2.347 -2.865 0.316
C -0.664 3.806 2.375
C -1.732 -6.334 2.830
C 3.211 0.107 -7.119
C 5.997 3.082 -4.485
H -3.784 -2.681 -3.141
C -2.603 -4.684 -0.989
C 2.108 -4.328 0.761
P 4.946 1.865 -3.679
H 2.163 -5.329 1.183
H 1.985 -3.575 1.539
H -6.765 -3.195 2.246
H -2.722 -5.761 -0.858
H -6.074 -0.013 1.562
C 6.972 0.658 -0.198
H -0.268 -2.656 5.056
C -4.459 3.677 4.900
H 3.927 -0.706 -7.258
C 8.119 4.432 -6.437
H 1.084 5.004 -2.692
C 4.355 0.664 -4.957
H -0.336 4.140 -2.700
H -2.357 -7.159 2.494
H 0.718 -5.128 -0.698
H -0.086 2.882 2.474
C 0.724 3.999 -2.917
H -5.365 -3.760 1.173
H -4.481 3.296 0.766
H -6.580 -0.707 2.986
H 5.100 0.085 -2.181
C 6.063 -0.093 0.815
H -0.254 4.330 1.513
H 0.639 -3.279 -0.550
H 0.479 2.264 -1.743
H 7.717 -0.005 -0.636
H -4.754 4.593 6.919
C 0.818 -4.244 -0.067
H -4.385 -2.138 3.053
H -6.487 -2.538 0.689
H -0.887 0.058 3.976
H -4.556 2.845 5.602
H 3.188 -4.140 -1.207
H -2.201 2.132 3.732
H 3.136 3.519 -3.682
H -5.301 4.364 3.057
H -2.185 1.305 2.267
H 7.557 1.222 0.534
O 0.165 0.560 1.140
H 0.220 -0.333 5.230
P -4.504 2.048 2.731
H 0.870 1.055 0.652
H 1.779 0.140 -8.803
H -6.163 4.684 5.825
C 2.787 0.466 -8.554
H 0.202 -3.927 3.123
H -1.070 -6.698 0.849
C -3.780 -2.636 -2.053
H -5.252 6.958 5.798
C -1.992 -7.066 5.227
H -4.378 -1.529 1.351
H -4.396 6.338 4.469
C 5.812 0.895 -2.363
H 3.727 -0.154 -4.602
C -4.988 -1.911 2.178
C -0.805 -6.018 1.663
C 0.333 -0.345 0.108
H -1.036 3.823 4.476
H -2.643 -7.878 4.901
H 5.293 2.119 -0.666
C 2.429 2.126 -2.321
H 9.029 4.379 -5.841
C -4.943 2.316 0.919
H 6.960 2.449 -1.225
H -4.036 1.003 -2.177
H 7.496 5.110 -5.846
H -4.692 -4.130 -0.790
H -3.678 2.669 -1.806
H -4.078 0.101 3.961
C -1.499 -2.646 3.212
H -2.284 -3.358 3.475
H 3.176 -2.697 -0.270
H -3.018 -4.187 1.111
H -0.307 -7.503 3.858
H -1.470 5.270 3.718
H 2.720 1.556 -8.587
H -1.824 -1.810 5.095
H -5.853 2.249 -3.066
C -0.122 -0.669 4.252
H 6.969 1.375 -5.523
C -4.205 1.437 -0.101
O -0.536 -1.228 -0.108
C -5.775 2.184 -1.979
C 3.209 -3.784 -0.175
H -4.731 -2.179 -1.769
C -5.076 4.755 5.892
H 6.645 -0.582 1.596
O 1.332 -0.255 -0.654
H -3.127 1.428 0.077
C -5.246 3.427 3.614
H -6.563 1.449 -1.799
H -2.557 -6.204 5.574
C -4.580 6.142 5.530
C 7.152 2.430 -5.276
C -0.995 -6.692 4.113
H -2.993 -1.983 -1.676
H 8.186 4.919 -7.410
C -2.263 -3.955 0.355
```

Properties
HOMO ... -11.896 eV
Charge ... +2
Frontier orbital gap ... 8.789 eV


Maximum force in eV Å⁻¹, matching the order above: 3.9, 0.7, 4.6
ΔE to the lowest compared entry with this formula, charge and spin in kcal/mol, matching the order above: 16.82, 19.20, 103.86
E_tot in a.u., matching the order above: -840.13731, -5072.91774, -3181.62563